Density functional theory data (ωB97M-V with the def2-TZVPD basis set) for the molecule C11H11NS at a distorted geometry.

Each line ends with the Löwdin charge.
Atoms and positions in Å:
C 2.586 -0.473 -0.946  -0.080
C 1.868 -1.466 -1.501  -0.100
C 1.960 0.401 0.055  -0.053
C 0.629 -2.005 -1.028  -0.108
C -0.954 -0.509 2.154  -0.144
C 0.651 0.491 0.297  -0.092
C -0.425 -1.387 -0.472  -0.466
C -0.622 0.716 1.044  -0.268
C -0.641 0.051 -0.360  -0.411
C -1.069 2.100 1.422  -0.045
C -1.258 0.674 -1.562  -0.001
N -1.379 -1.664 1.970  -0.307
S -1.530 -2.402 0.478  0.947
H 3.604 -0.233 -1.313  0.110
H 2.448 -2.134 -2.126  0.099
H 2.576 0.870 0.955  0.143
H 0.537 -2.997 -1.442  0.105
H -0.908 -0.046 3.150  0.109
H -1.119 2.940 0.605  0.114
H -0.227 2.568 2.103  0.122
H -2.002 1.992 1.928  0.059
H -2.400 0.273 -1.500  0.142
H -0.965 0.446 -2.495  0.030
H -1.359 1.791 -1.417  0.094

Force components x, y, z for each atom (eV/Å):
C -0.55 2.15 0.14
C 0.87 -0.33 0.27
C 1.54 0.78 2.84
C 0.16 0.41 -1.95
C 0.54 4.19 -0.75
C -1.64 -0.34 -1.11
C -0.75 -1.29 1.44
C 0.94 -3.34 0.15
C 2.65 1.14 -0.31
C 2.22 2.14 -0.14
C -5.08 1.71 3.93
N -0.09 -0.28 0.21
S -0.38 -0.38 -0.54
H -0.66 -0.41 0.56
H -0.18 -0.01 -0.39
H -0.64 -0.99 -2.24
H -0.42 -0.69 0.93
H -0.07 -0.72 0.01
H -0.14 -2.11 1.07
H -1.87 -1.06 -0.82
H -0.69 0.52 0.50
H 2.27 0.99 -0.37
H 1.75 -0.95 -3.04
H 0.25 -1.14 -0.38

For the highest occupied orbital energy, the calculation gives -8.2 eV. The multiplicity is 1. The LUMO energy is 0.318 eV. The calculation puts the max |F| at 6.65 eV/Å. The calculation puts the total energy at -23905.54892 eV.